{
  "formula": "C46H43N6O2P2S2Sn",
  "method": "the ωB97M-V functional and the def2-TZVPD basis",
  "relative_energy_ev": 0.000,
  "total_charge": 3,
  "homo_lumo_gap_ev": 6.10,
  "lumo_ev": -9.3,
  "species": ["Sn", "C", "P", "C", "C", "C", "C", "C", "C", "C", "C", "C", "C", "C", "C", "C", "C", "C", "C", "C", "P", "C", "C", "C", "C", "C", "C", "C", "C", "C", "C", "C", "C", "N", "H", "H", "H", "H", "H", "H", "H", "H", "H", "H", "H", "H", "H", "H", "H", "H", "H", "H", "H", "H", "H", "H", "H", "H", "H", "H", "N", "C", "C", "C", "C", "C", "N", "C", "H", "H", "H", "H", "S", "C", "N", "C", "C", "S", "H", "H", "H", "H", "H", "O", "C", "N", "C", "O", "C", "C", "C", "C", "N", "C", "H", "H", "H", "H", "H", "H", "H", "H"],
  "xyz": [[0.553, -0.543, 0.945], [3.808, -1.005, 0.860], [2.791, -0.131, -0.391], [3.395, 1.551, -0.570], [3.771, 2.303, 0.549], [4.238, 3.597, 0.380], [4.314, 4.153, -0.892], [3.933, 3.411, -2.002], [3.474, 2.112, -1.847], [2.932, -0.957, -1.978], [1.904, -0.865, -2.917], [2.038, -1.474, -4.154], [3.197, -2.182, -4.455], [4.220, -2.278, -3.522], [4.093, -1.666, -2.283], [3.329, -0.548, 2.206], [3.952, 0.038, 3.261], [2.921, 0.448, 4.181], [1.732, 0.082, 3.636], [0.307, 0.336, 4.086], [-0.668, 0.928, 2.655], [-0.383, 2.686, 2.530], [0.876, 3.170, 2.190], [1.141, 4.526, 2.265], [0.151, 5.402, 2.694], [-1.098, 4.919, 3.061], [-1.373, 3.563, 2.986], [-2.415, 0.597, 2.745], [-3.223, 1.090, 1.713], [-4.571, 0.776, 1.689], [-5.116, -0.030, 2.684], [-4.317, -0.513, 3.712], [-2.964, -0.209, 3.742], [1.968, -0.556, 2.425], [4.869, -0.808, 0.711], [3.638, -2.077, 0.710], [3.743, 1.871, 1.542], [4.563, 4.165, 1.241], [4.692, 5.159, -1.019], [4.013, 3.837, -2.993], [3.204, 1.533, -2.721], [1.000, -0.315, -2.692], [1.245, -1.384, -4.885], [3.307, -2.651, -5.424], [5.124, -2.822, -3.761], [4.907, -1.739, -1.572], [5.015, 0.170, 3.387], [3.067, 0.933, 5.133], [0.285, 1.094, 4.869], [-0.177, -0.563, 4.468], [1.665, 2.484, 1.896], [2.122, 4.899, 1.999], [0.356, 6.462, 2.754], [-1.861, 5.600, 3.415], [-2.347, 3.199, 3.287], [-2.803, 1.729, 0.943], [-5.202, 1.168, 0.903], [-6.171, -0.269, 2.667], [-4.750, -1.119, 4.497], [-2.360, -0.572, 4.564], [-4.708, -4.305, 1.876], [-3.674, -4.079, 2.325], [-2.350, -3.767, 2.787], [-1.673, -4.507, 3.752], [-0.391, -4.110, 4.097], [0.173, -3.012, 3.467], [-0.482, -2.298, 2.542], [-1.719, -2.671, 2.224], [-2.139, -5.366, 4.217], [0.179, -4.651, 4.839], [1.187, -2.699, 3.689], [-2.253, -2.065, 1.503], [0.554, -2.754, -0.330], [-0.808, -3.158, -1.304], [-0.659, -3.985, -2.304], [-1.863, -4.422, -3.027], [-3.006, -3.501, -2.578], [-2.431, -2.673, -1.058], [0.249, -4.376, -2.527], [-2.058, -5.468, -2.796], [-1.683, -4.325, -4.095], [-3.904, -4.061, -2.332], [-3.230, -2.725, -3.304], [-2.657, -0.464, -6.668], [-3.595, 0.178, -5.864], [-2.955, 0.962, -4.800], [-2.219, 0.358, -3.865], [-2.123, -0.867, -3.768], [-1.462, 1.228, -2.895], [-1.050, 2.534, -3.127], [-0.275, 3.166, -2.166], [0.077, 2.479, -1.018], [-0.321, 1.219, -0.780], [-1.080, 0.629, -1.708], [-2.358, -1.259, -6.213], [-4.291, -0.523, -5.401], [-4.147, 0.875, -6.487], [-3.020, 1.965, -4.831], [-1.288, 3.050, -4.049], [0.078, 4.178, -2.310], [0.715, 2.949, -0.282], [-1.391, -0.391, -1.533]],
  "atomic_forces_ev_per_a": [[0.060, 0.386, -0.274], [0.013, -0.091, 0.049], [0.060, -0.142, -0.050], [-0.106, 0.121, -0.023], [0.078, -0.034, -0.016], [-0.002, -0.001, -0.017], [0.013, -0.006, -0.004], [-0.001, 0.024, 0.009], [-0.021, -0.014, 0.035], [0.021, -0.015, 0.019], [0.024, 0.001, -0.031], [0.012, 0.004, 0.017], [0.006, -0.003, 0.003], [0.007, -0.012, -0.007], [0.004, -0.002, -0.016], [-0.187, -0.145, -0.396], [-0.071, 0.186, 0.668], [0.633, -0.078, -0.033], [-0.639, -0.016, -0.173], [0.279, -0.327, -0.064], [0.079, 0.037, 0.095], [-0.232, 0.020, 0.104], [0.249, -0.098, 0.035], [0.020, -0.005, -0.020], [-0.022, -0.001, 0.008], [-0.005, 0.014, -0.003], [-0.003, 0.013, -0.141], [-0.063, -0.167, -0.030], [0.027, -0.056, -0.026], [-0.007, -0.009, 0.014], [0.010, -0.006, 0.008], [-0.041, 0.002, -0.022], [-0.009, 0.149, 0.124], [0.108, 0.130, 0.398], [0.001, 0.059, 0.021], [0.058, 0.001, -0.017], [0.009, 0.020, -0.044], [0.010, -0.005, -0.006], [-0.012, -0.007, 0.003], [0.004, -0.005, 0.007], [0.009, -0.003, -0.005], [-0.005, 0.022, 0.018], [0.006, -0.008, -0.001], [-0.002, 0.006, 0.007], [-0.008, 0.004, -0.001], [-0.015, 0.002, -0.006], [-0.006, 0.010, 0.005], [0.010, 0.036, -0.026], [-0.056, 0.068, -0.055], [0.035, -0.048, 0.078], [-0.073, 0.059, -0.032], [-0.023, -0.005, 0.003], [0.006, -0.005, 0.007], [0.007, -0.002, -0.004], [-0.003, -0.017, -0.013], [0.008, -0.014, 0.013], [-0.004, -0.006, 0.004], [0.011, 0.000, -0.003], [0.002, 0.003, -0.007], [0.030, -0.034, -0.024], [0.037, 0.081, 0.037], [-0.005, -0.118, -0.040], [-0.016, -0.025, 0.051], [-0.012, 0.021, -0.001], [0.022, -0.021, 0.001], [0.109, -0.018, -0.104], [-0.109, 0.073, -0.037], [-0.050, 0.155, 0.062], [0.009, 0.006, -0.006], [-0.013, -0.002, -0.007], [-0.039, 0.049, 0.022], [0.010, 0.024, 0.014], [-0.139, 0.025, -0.083], [-0.092, 0.025, -0.012], [0.055, -0.018, -0.065], [-0.011, 0.048, 0.013], [-0.057, -0.041, 0.001], [-0.051, -0.107, 0.054], [0.010, 0.064, -0.030], [0.003, -0.002, 0.050], [0.001, -0.028, -0.013], [-0.003, -0.014, 0.009], [0.068, -0.033, 0.040], [-0.015, 0.021, 0.028], [0.038, 0.013, -0.032], [0.008, -0.048, 0.044], [-0.003, 0.036, -0.015], [0.019, 0.111, -0.053], [-0.018, 0.019, -0.030], [0.001, -0.001, 0.004], [-0.011, 0.002, -0.033], [0.117, -0.027, 0.033], [-0.143, -0.206, -0.154], [0.026, -0.003, 0.058], [0.002, 0.002, -0.018], [-0.005, -0.027, 0.007], [-0.024, -0.001, -0.003], [0.028, 0.009, -0.022], [0.000, 0.005, 0.006], [0.000, -0.005, -0.002], [-0.025, -0.035, 0.041], [-0.011, 0.001, 0.022]],
  "mulliken_charge": [1.49, -1.06, 1.44, 0.73, -0.47, -0.43, -0.83, -0.79, -0.73, 0.54, -0.14, -0.78, -0.70, -0.91, -0.91, -0.49, -0.54, -1.32, 0.10, -1.03, 1.72, 1.02, -0.61, -0.33, -0.86, -0.84, -0.99, 0.41, -0.58, -0.87, -0.68, -0.68, -0.67, 1.15, 0.57, 0.43, -0.04, 0.61, 0.45, 0.51, 0.49, 0.65, 0.58, 0.47, 0.47, 0.44, 0.57, 0.59, 0.63, 0.63, 0.15, 0.52, 0.47, 0.47, 0.47, 0.56, 0.51, 0.46, 0.51, 0.44, -0.50, -0.32, -0.03, -0.59, -1.16, -0.55, 0.94, -0.43, 0.59, 0.53, 0.53, 0.88, -0.41, 0.62, -0.15, -0.77, -0.20, 0.11, 0.28, 0.35, 0.37, 0.59, 0.05, -0.54, -0.46, -0.10, 0.08, -0.61, 1.05, -0.63, -1.39, -0.29, 0.85, -1.12, 0.34, 0.27, 0.41, 0.24, 0.51, 0.55, 0.05, 0.07]
}

=====

{
  "formula": "C46H44MnN2O6P",
  "method": "the ωB97M-V functional and the def2-TZVPD basis",
  "relative_energy_ev": 0.300,
  "total_charge": -1,
  "s2": 8.7547,
  "homo_lumo_gap_ev": [6.04, 6.15],
  "lumo_ev": [2.4, 2.4],
  "spin_multiplicity": 6,
  "species": ["Mn", "O", "C", "O", "C", "C", "C", "C", "C", "C", "P", "C", "C", "C", "C", "C", "C", "C", "C", "C", "C", "C", "C", "H", "H", "H", "H", "H", "H", "H", "H", "H", "H", "H", "H", "H", "H", "C", "O", "C", "C", "C", "C", "C", "C", "O", "C", "O", "C", "H", "H", "H", "H", "H", "H", "H", "H", "H", "C", "C", "C", "C", "C", "C", "N", "C", "C", "C", "C", "C", "C", "H", "H", "H", "H", "H", "H", "H", "H", "H", "H", "O", "C", "C", "C", "C", "C", "C", "N", "H", "H", "H", "H", "H", "H", "H", "H", "H", "H", "H"],
  "xyz": [[0.379, 0.249, -0.251], [1.392, 3.895, 1.362], [1.167, 2.749, 1.713], [1.446, 1.664, 1.086], [0.416, 2.502, 3.024], [0.124, 3.592, 3.834], [-0.545, 3.422, 5.036], [-0.933, 2.149, 5.430], [-0.648, 1.055, 4.626], [0.028, 1.218, 3.420], [0.491, -0.186, 2.335], [-0.321, -1.625, 3.167], [-1.711, -1.700, 3.041], [-2.423, -2.775, 3.544], [-1.753, -3.817, 4.176], [-0.372, -3.766, 4.295], [0.336, -2.677, 3.797], [2.241, -0.445, 2.826], [2.622, -0.388, 4.163], [3.945, -0.580, 4.535], [4.908, -0.823, 3.567], [4.538, -0.865, 2.229], [3.215, -0.676, 1.860], [0.435, 4.566, 3.482], [-0.767, 4.277, 5.663], [-1.460, 2.002, 6.365], [-0.962, 0.069, 4.947], [-2.244, -0.898, 2.543], [-3.500, -2.806, 3.436], [-2.303, -4.662, 4.569], [0.161, -4.576, 4.778], [1.415, -2.661, 3.888], [1.880, -0.182, 4.926], [4.222, -0.529, 5.581], [5.943, -0.965, 3.851], [5.286, -1.033, 1.464], [2.946, -0.699, 0.812], [-3.472, -0.675, -5.754], [-2.149, -0.818, -6.239], [-1.154, -0.833, -5.309], [0.158, -0.796, -5.834], [1.209, -0.764, -4.959], [1.027, -0.747, -3.561], [2.161, -0.555, -2.684], [3.552, -0.935, -3.142], [2.072, -0.038, -1.561], [-0.300, -0.857, -3.032], [-0.548, -0.985, -1.783], [-1.381, -0.884, -3.957], [-4.098, -0.514, -6.628], [-3.553, 0.175, -5.073], [-3.799, -1.577, -5.230], [0.299, -0.762, -6.904], [2.214, -0.704, -5.358], [4.045, -0.061, -3.572], [3.548, -1.734, -3.880], [4.120, -1.234, -2.264], [-2.372, -0.917, -3.527], [0.086, 5.563, -1.778], [-1.162, 5.341, -1.207], [-1.579, 4.059, -0.896], [-0.765, 2.946, -1.156], [0.483, 3.187, -1.734], [0.905, 4.472, -2.030], [-1.124, 1.650, -0.792], [-2.396, 1.217, -1.048], [-2.881, 0.079, -0.373], [-4.102, -0.491, -0.670], [-4.926, 0.056, -1.650], [-4.477, 1.190, -2.319], [-3.248, 1.760, -2.034], [0.419, 6.568, -2.005], [-1.811, 6.179, -0.980], [-2.541, 3.903, -0.422], [1.142, 2.347, -1.940], [1.889, 4.620, -2.457], [-2.243, -0.373, 0.380], [-4.419, -1.375, -0.127], [-5.890, -0.381, -1.877], [-5.096, 1.639, -3.089], [-2.916, 2.624, -2.596], [1.066, -2.196, 0.302], [0.719, -3.306, -0.075], [1.464, -4.537, 0.393], [0.623, -5.510, 1.225], [-0.314, -6.395, 0.408], [-1.402, -5.632, -0.341], [-0.858, -4.688, -1.411], [-0.349, -3.445, -0.875], [2.296, -4.159, 0.986], [1.882, -5.053, -0.479], [0.048, -4.943, 1.969], [1.309, -6.149, 1.786], [-0.776, -7.132, 1.069], [0.282, -6.960, -0.319], [-1.991, -5.040, 0.365], [-2.085, -6.342, -0.814], [-1.654, -4.416, -2.104], [-0.090, -5.203, -2.004], [-0.696, -2.552, -1.242]],
  "atomic_forces_ev_per_a": [[-0.191, 0.200, -0.029], [0.215, 0.003, 0.133], [-0.540, -0.061, -0.038], [0.298, -0.055, -0.247], [0.152, 0.106, -0.032], [-0.088, -0.002, 0.038], [0.020, -0.032, -0.048], [-0.016, 0.019, 0.007], [-0.096, -0.032, 0.075], [0.145, -0.023, -0.163], [-0.048, -0.309, 0.088], [-0.077, 0.164, 0.072], [0.019, -0.041, 0.016], [-0.004, -0.054, 0.001], [0.005, 0.019, 0.008], [-0.035, 0.021, 0.058], [0.095, -0.038, -0.050], [-0.029, 0.040, 0.005], [0.000, 0.024, 0.034], [0.011, -0.003, 0.003], [-0.014, -0.003, -0.018], [0.009, -0.009, 0.039], [0.032, -0.011, -0.074], [0.011, 0.021, -0.005], [-0.004, 0.020, 0.009], [-0.003, 0.004, 0.013], [0.032, 0.015, -0.017], [-0.026, 0.054, -0.030], [-0.011, 0.003, 0.006], [-0.017, -0.027, 0.001], [0.002, -0.003, -0.003], [-0.031, 0.008, 0.015], [-0.015, 0.001, -0.010], [0.010, 0.000, 0.013], [0.011, -0.002, 0.002], [0.024, -0.008, -0.015], [-0.018, 0.009, 0.036], [-0.033, -0.007, 0.027], [0.154, 0.053, 0.028], [-0.028, -0.012, -0.105], [-0.041, -0.015, 0.091], [-0.034, -0.020, -0.015], [-0.008, -0.043, 0.076], [-0.096, 0.241, 0.021], [-0.047, 0.040, -0.036], [0.158, -0.272, 0.015], [0.009, 0.081, -0.221], [0.099, 0.205, 0.046], [0.088, -0.034, 0.040], [-0.007, -0.012, 0.010], [-0.025, 0.001, -0.015], [-0.013, 0.001, 0.017], [-0.004, -0.004, -0.033], [0.010, 0.014, -0.005], [-0.003, 0.031, -0.014], [0.008, -0.008, 0.016], [0.013, -0.005, 0.016], [-0.046, 0.009, 0.023], [-0.009, -0.042, -0.003], [0.030, 0.018, -0.003], [-0.028, 0.003, 0.034], [0.020, 0.081, 0.029], [0.121, -0.026, -0.097], [-0.013, 0.030, -0.012], [-0.016, 0.008, 0.088], [0.032, -0.080, -0.091], [-0.041, -0.061, 0.061], [-0.018, -0.010, 0.011], [-0.003, 0.000, -0.009], [-0.014, -0.003, 0.002], [-0.029, 0.052, -0.026], [0.004, 0.014, 0.001], [-0.006, 0.011, 0.000], [0.004, -0.003, -0.002], [-0.064, 0.059, 0.037], [0.014, 0.007, -0.003], [-0.008, -0.014, 0.023], [0.002, -0.007, 0.007], [-0.013, -0.004, -0.006], [-0.006, 0.008, -0.013], [-0.017, -0.013, -0.002], [0.571, 0.735, 0.266], [-0.526, -0.513, -0.125], [0.031, -0.015, -0.054], [-0.121, 0.092, 0.073], [0.041, 0.016, -0.033], [-0.020, 0.016, 0.019], [0.048, 0.018, 0.013], [0.095, -0.416, 0.055], [0.006, 0.004, -0.010], [-0.012, -0.034, 0.010], [0.087, -0.090, -0.141], [0.002, -0.033, 0.019], [-0.025, 0.008, 0.022], [-0.008, -0.031, -0.002], [-0.039, -0.006, -0.002], [0.016, -0.057, -0.020], [-0.006, -0.008, 0.017], [-0.023, -0.028, 0.002], [-0.040, 0.055, -0.014]],
  "lowdin_spin": [4.67, 0.01, 0.01, 0.04, 0.00, 0.00, 0.00, 0.00, 0.00, 0.00, 0.02, 0.00, 0.00, 0.00, 0.00, 0.00, 0.00, 0.00, 0.00, 0.00, 0.00, 0.00, 0.00, 0.00, 0.00, 0.00, 0.00, 0.00, 0.00, 0.00, 0.00, 0.00, 0.00, 0.00, 0.00, 0.00, 0.00, 0.00, 0.00, 0.00, 0.00, 0.00, 0.00, 0.01, 0.00, 0.04, 0.01, 0.04, 0.00, 0.00, 0.00, 0.00, 0.00, 0.00, 0.00, 0.00, 0.00, 0.00, 0.00, 0.00, 0.00, 0.01, 0.01, 0.00, 0.04, 0.01, 0.01, 0.00, 0.01, 0.00, 0.01, 0.00, 0.00, 0.00, 0.00, 0.00, 0.00, 0.00, 0.00, 0.00, 0.00, 0.02, 0.00, 0.00, 0.00, 0.00, 0.00, 0.00, 0.00, 0.00, 0.00, 0.00, 0.00, 0.00, 0.00, 0.00, 0.00, 0.00, 0.00, 0.00]
}